{"formula": "C17H46N13O8", "method": "wB97M-V/def2-TZVPD", "elements": ["O", "O", "O", "O", "O", "O", "O", "O", "N", "N", "N", "N", "N", "N", "N", "N", "N", "N", "N", "N", "N", "C", "C", "C", "C", "C", "C", "C", "C", "C", "C", "C", "C", "C", "C", "C", "C", "C", "H", "H", "H", "H", "H", "H", "H", "H", "H", "H", "H", "H", "H", "H", "H", "H", "H", "H", "H", "H", "H", "H", "H", "H", "H", "H", "H", "H", "H", "H", "H", "H", "H", "H", "H", "H", "H", "H", "H", "H", "H", "H", "H", "H", "H", "H"], "positions_angstrom": [[1.006423, -0.404597, -3.164279], [-2.711304, 6.347341, 5.728668], [2.624004, 3.080864, -5.229799], [1.899374, -1.755466, 3.313476], [-0.882670, 2.518292, 1.873505], [-1.622797, -6.277187, -2.547737], [-3.896040, -3.011686, -4.114901], [1.599693, 2.664681, 6.180731], [0.461741, -1.038237, -2.195372], [-0.440579, -5.430025, -0.799910], [-3.657766, -5.175405, -4.735347], [3.096649, 0.977883, -4.525759], [-5.434255, -3.910674, -5.514731], [1.698328, 0.328716, 4.188376], [-1.015862, 5.776583, 4.329987], [4.494227, 2.069874, -6.014237], [0.137751, -7.452900, -1.749719], [-2.100071, 4.163797, 5.574307], [3.472225, 3.859142, 6.641561], [0.961358, -1.518788, 5.365627], [1.422643, 4.911066, 6.420296], [1.149742, -0.699783, -0.906215], [3.351364, 2.101580, -5.250238], [-1.673494, -2.201535, -1.599842], [1.546761, -1.028857, 4.230068], [2.129972, 3.742763, 6.404692], [-0.617668, 1.090405, -0.518181], [-0.450541, 3.259221, 0.733679], [0.679827, -1.513032, 0.294959], [-1.543387, 0.342221, -1.514386], [-0.703211, -6.373237, -1.749902], [-4.301028, -3.975335, -4.745522], [2.660713, -0.941683, -1.109624], [-2.001135, 5.490503, 5.242391], [-0.814249, 2.606766, -0.598070], [-1.481559, -0.946980, -3.683353], [-1.036958, -0.947094, -2.216381], [0.873365, 0.767363, -0.644609], [-2.423041, 0.050636, -0.939125], [2.849014, -1.417199, -2.066493], [3.691725, 0.172451, -4.526651], [-0.028750, -8.163882, -2.435609], [3.221401, -0.012865, -1.051965], [-1.388636, 0.035117, -4.136687], [0.659288, -0.939218, 6.125011], [1.830885, 5.812092, 6.578345], [0.628015, 3.410017, 0.774111], [-1.027415, -4.617221, -0.767687], [-2.799807, 3.907575, 6.244923], [1.380570, 1.395988, -1.374031], [-2.734762, -2.211172, -1.820178], [-0.426660, 5.076104, 3.917160], [0.832638, -2.510535, 5.423563], [5.108887, 1.280496, -6.054801], [-2.817879, -5.256615, -4.183236], [3.044438, -1.608240, -0.339175], [-5.922537, -3.036412, -5.539084], [-0.905509, 0.802280, 0.487012], [0.705656, -2.578098, 0.076458], [1.370183, -1.309876, 1.108546], [-1.832305, 2.863796, -0.891648], [-1.559597, -2.219555, -0.521162], [3.927308, 4.731903, 6.827284], [0.306205, -5.512966, -0.136762], [-0.898131, 4.254544, 0.773057], [-0.156818, 3.008144, -1.370645], [1.396146, 0.948998, 4.918222], [-0.303008, -1.214647, 0.642607], [-0.896445, 6.735897, 4.064733], [-3.979641, -5.976285, -5.242920], [0.899760, -7.559565, -1.108450], [0.435494, 4.845497, 6.252872], [4.014785, 3.016713, 6.633178], [-0.918910, -1.679488, -4.253567], [4.703266, 2.883565, -6.559315], [-5.785934, -4.683942, -6.044875], [-2.524968, -1.246522, -3.686952], [-1.902542, 1.031311, -2.275050], [-1.504883, 3.450561, 5.192157], [2.112420, 0.717446, 3.363017], [-1.197364, -3.075823, -2.038173], [2.263076, 0.953761, -3.960966], [-1.653417, 2.972715, 2.199205], [1.326210, 0.975960, 0.329535]], "forces_ev_per_a": [[0.110, -0.400, -0.348], [-0.009, 0.003, 0.003], [0.021, 0.017, -0.007], [0.066, -0.142, 0.057], [0.373, 0.137, 0.008], [-0.013, 0.107, -0.080], [-0.139, 0.018, 0.020], [-0.173, -0.154, -0.044], [-0.420, 1.228, 0.513], [-0.029, -0.076, -0.018], [0.097, 0.101, -0.028], [0.029, 0.256, 0.020], [-0.011, -0.031, 0.007], [-0.067, -0.338, 0.061], [0.041, -0.054, 0.012], [0.002, -0.026, 0.034], [-0.010, 0.019, 0.016], [0.092, 0.003, -0.025], [-0.204, -0.075, -0.034], [-0.009, -0.046, 0.027], [0.072, -0.293, -0.012], [0.459, -0.479, -0.058], [0.022, -0.022, 0.026], [0.483, 0.257, 0.287], [-0.023, 0.433, -0.126], [0.223, 0.396, 0.011], [0.086, -0.119, -0.520], [-0.038, 0.584, -0.434], [0.105, 0.137, -0.191], [0.132, -0.035, 0.303], [0.070, -0.048, 0.050], [0.118, -0.105, 0.001], [-0.158, -0.276, 0.135], [0.024, -0.068, -0.063], [-0.006, -0.339, 0.277], [-0.149, 0.136, 0.348], [-0.301, -0.396, -0.368], [-0.128, 0.138, 0.587], [-0.187, 0.055, -0.096], [0.042, 0.095, -0.133], [-0.012, -0.022, -0.036], [-0.012, -0.003, -0.018], [0.069, 0.099, -0.130], [0.215, -0.004, -0.120], [0.037, 0.058, -0.011], [0.031, -0.007, 0.024], [0.112, -0.228, 0.274], [-0.038, -0.001, -0.013], [-0.017, 0.017, 0.019], [-0.041, -0.037, -0.265], [-0.091, -0.088, -0.159], [-0.021, -0.008, -0.039], [0.006, -0.014, -0.015], [-0.014, -0.022, 0.000], [-0.087, -0.096, 0.155], [0.011, 0.018, 0.106], [0.007, 0.022, 0.011], [-0.133, -0.127, 0.019], [-0.045, -0.126, 0.058], [0.027, -0.124, 0.117], [-0.165, -0.094, 0.139], [0.004, -0.146, 0.107], [-0.025, 0.020, 0.016], [0.014, -0.009, -0.007], [0.077, 0.129, -0.031], [-0.044, 0.131, -0.101], [0.107, 0.151, 0.109], [-0.140, -0.147, 0.003], [-0.046, 0.019, -0.018], [-0.038, 0.003, -0.001], [0.006, 0.016, 0.008], [-0.047, 0.090, 0.058], [0.018, -0.039, -0.006], [0.033, -0.048, -0.104], [-0.019, 0.021, -0.006], [0.012, -0.015, -0.002], [-0.072, 0.074, -0.231], [0.148, 0.101, -0.148], [0.010, -0.010, 0.001], [-0.022, -0.022, -0.032], [-0.142, -0.139, -0.103], [0.033, -0.163, -0.070], [-0.465, -0.020, 0.251], [0.170, 0.193, -0.025]], "multiplicity": 2, "total_energy_ha": -1989.27673, "gap_ha": [0.3023, 0.3415], "charge": 0, "lumo_ev": [0.2338, 0.2333], "homo_ev": [-7.99, -9.06]}


{"formula": "CH7N3OP", "method": "wB97M-V/def2-TZVPD", "elements": ["P", "O", "N", "N", "N", "C", "H", "H", "H", "H", "H", "H", "H"], "positions_angstrom": [[-1.830922, -0.795962, -1.346735], [-0.207951, -0.240156, -0.965083], [0.482446, 0.936105, 0.850429], [-0.355667, 2.058225, 0.568979], [1.165163, -1.219358, 0.661565], [0.375538, -0.189759, 0.175076], [-1.462766, -2.057743, -0.784508], [1.019266, -2.079142, 0.075431], [-0.676504, 1.959404, -0.405280], [0.155765, 2.912331, 0.650454], [-1.216765, -1.066076, -2.577619], [1.872466, -1.116592, 1.335099], [0.679933, 0.898723, 1.762193]], "forces_ev_per_a": [[0.825, -0.452, 0.213], [0.157, 0.432, 0.417], [-2.208, 1.363, -4.169], [-0.833, -1.143, -0.832], [-3.651, -0.689, -3.802], [3.129, -0.422, 1.904], [-0.622, -0.053, -0.336], [0.902, 1.027, 1.371], [0.240, 0.217, 0.650], [0.694, 0.406, 0.018], [-0.678, -0.404, -0.455], [0.794, 0.048, 0.775], [1.250, -0.328, 4.247]], "smiles": "N/[NH+]=C(/N)OP", "total_energy_ha": -622.85812, "gap_ha": 0.3675, "charge": 1, "lumo_ev": -3.9995, "homo_ev": -14.00}